No. 1
13
Properties=species:S:1:pos:R:3 method="wB97M-V/def2-TZVPD" gap_ha=0.203 e_above_lowest_kcal_mol=154.11 fmax_ev_per_a=8.3 total_charge=+2 homo_energy_ev=-17.76
O 0.294 -0.971 0.320
C -0.110 -1.802 -0.757
C 1.261 0.043 0.198
O -1.179 -2.358 -0.406
O 0.044 -1.225 -1.847
C 1.155 0.892 -0.878
H 2.221 -0.460 0.341
H -0.357 1.328 1.473
H 1.932 0.948 -1.638
H 0.368 1.643 -0.920
O -1.515 1.073 1.471
H -1.963 1.423 2.247
Sc -2.148 -0.533 0.396

No. 2
36
Properties=species:S:1:pos:R:3 method="wB97M-V/def2-TZVPD" gap_ha=0.309 e_above_lowest_kcal_mol=421.69 fmax_ev_per_a=11.5 homo_energy_ev=-8.38
C -0.829 -2.799 2.132
O -1.870 -3.302 1.289
H -0.214 -3.453 2.751
H -0.149 -2.173 1.555
H -1.265 -2.034 2.774
H -1.455 -3.637 0.491
C 0.298 -0.348 -2.488
O 0.403 1.065 -2.757
H 0.107 -0.671 -1.465
H -0.372 -0.920 -3.129
H 1.268 -0.809 -2.676
H 0.116 1.313 -3.639
C -1.125 1.400 0.109
C 0.007 1.995 -0.668
C 0.842 3.061 0.070
O 0.896 0.874 -0.937
H -0.754 0.918 1.013
H -1.740 0.713 -0.472
H -1.695 2.223 0.541
H -0.296 2.490 -1.590
H 1.635 3.372 -0.611
H 1.135 2.740 1.070
H 0.313 3.991 0.279
H 0.963 0.776 -1.890
O 2.074 0.530 0.614
H 1.428 0.866 -0.007
H 1.555 0.220 1.356
O -1.517 -1.919 -0.583
H -1.171 -2.798 -0.433
H -0.860 -1.334 -0.206
O 0.065 -0.901 0.052
H 0.504 -0.903 0.902
H 0.186 -0.011 -0.278
O 0.620 -0.213 1.905
H 0.126 0.504 2.303
H 0.771 -0.828 2.624

No. 3
7
Properties=species:S:1:pos:R:3 method="wB97M-V/def2-TZVPD" gap_ha=0.375 e_above_lowest_kcal_mol=87.63 fmax_ev_per_a=5.1 homo_energy_ev=-9.19 smiles="C=NN"
C 0.033 -0.842 -0.453
H 0.361 0.363 0.945
H -0.758 1.710 0.578
H -0.406 -1.807 -1.012
H 0.839 -0.983 0.271
N 0.187 1.157 0.337
N -0.257 0.402 -0.667

No. 4
82
Properties=species:S:1:pos:R:3 method="wB97M-V/def2-TZVPD" gap_ha="0.263 / 0.262" s2=0.751 e_above_lowest_kcal_mol=67.06 multiplicity=2 fmax_ev_per_a=4.4 total_charge=+1 homo_energy_ev="-9.80 / -9.80"
Yb 1.258 -0.055 -0.346
C 4.595 -1.279 -3.687
C 3.635 -0.591 -2.801
N 2.832 -1.323 -1.987
N 2.888 -2.639 -2.100
C 1.901 -3.336 -1.402
N 2.175 -4.662 -1.516
S 0.503 -3.001 -0.515
C 3.562 0.833 -2.597
C 4.542 1.699 -3.191
C 4.528 3.029 -2.832
C 3.501 3.599 -2.104
C 2.542 2.711 -1.552
N 2.651 1.367 -1.768
H 4.706 -2.354 -3.476
H 5.604 -0.788 -3.586
H 4.241 -1.205 -4.718
H 2.976 -4.891 -2.092
H 1.695 -5.356 -1.018
H 5.407 1.223 -3.748
H 5.367 3.698 -3.184
H 3.299 4.670 -2.034
H 1.714 2.948 -0.888
N -0.394 -0.433 1.815
C -0.185 0.780 2.663
C -0.064 0.549 4.143
C -1.213 1.249 5.019
C -2.638 0.801 4.678
N -3.100 -0.444 5.274
C -3.724 -1.435 4.670
N -4.022 -1.428 3.365
N -4.185 -2.463 5.471
C 1.017 1.576 2.088
O 2.042 1.685 2.827
O 0.913 1.925 0.842
H -1.340 -0.508 1.428
H -0.080 -1.300 2.281
H -1.089 1.414 2.659
H 0.910 0.972 4.457
H -0.112 -0.539 4.368
H -1.145 2.320 4.862
H -0.873 1.105 6.068
H -2.708 0.683 3.597
H -3.201 1.653 5.126
H -2.975 -0.537 6.311
H -3.937 -0.566 2.813
H -4.443 -2.255 2.956
H -3.859 -2.599 6.410
H -4.674 -3.253 5.062
C 3.866 -2.427 2.679
C 3.698 -0.988 2.281
O 3.148 -0.879 0.937
H 3.939 -2.465 3.792
H 4.834 -2.841 2.390
H 3.043 -3.010 2.363
H 4.620 -0.456 2.250
H 2.938 -0.474 2.853
H 3.399 -1.699 0.452
C -0.625 1.808 -3.970
C -1.937 2.062 -3.301
C -2.681 0.874 -2.569
C -2.826 -0.333 -3.526
C -3.325 0.006 -4.928
C -4.104 1.463 -2.209
O -4.708 2.210 -2.960
N -4.519 1.274 -0.887
C -3.822 0.605 0.112
O -4.364 0.482 1.197
N -2.525 0.227 -0.109
C -1.933 0.523 -1.257
O -0.682 0.307 -1.419
H -0.124 2.730 -4.290
H -0.846 1.207 -4.912
H 0.059 1.278 -3.351
H -2.646 2.674 -3.942
H -1.711 2.803 -2.524
H -3.394 -1.114 -2.991
H -1.800 -0.680 -3.584
H -4.075 0.836 -5.033
H -3.936 -0.862 -5.307
H -2.509 0.084 -5.650
H -5.496 1.522 -0.696

No. 5
95
Properties=species:S:1:pos:R:3 method="wB97M-V/def2-TZVPD" gap_ha="0.297 / 0.077" s2=0.766 multiplicity=2 fmax_ev_per_a=8.5 homo_energy_ev="-8.82 / -8.82"
P -0.103 -1.147 -0.526
F 0.568 -1.262 0.902
F 1.293 -1.588 -1.270
F -0.537 -2.776 -0.494
F -0.767 -1.041 -2.003
F -1.471 -0.689 0.245
F 0.351 0.367 -0.714
C 4.986 -1.803 0.134
O 6.133 -1.671 0.510
N 4.619 -2.079 -1.045
N 4.010 -1.515 0.937
H 3.830 -1.626 -1.485
H 5.288 -2.552 -1.636
H 4.154 -1.373 1.926
H 3.061 -1.567 0.595
C -4.263 -2.332 0.080
O -5.416 -2.729 0.086
N -3.238 -3.032 0.574
N -3.879 -1.270 -0.520
H -3.447 -3.703 1.299
H -2.334 -2.655 0.329
H -4.490 -0.860 -1.212
H -2.953 -0.993 -0.229
C 1.651 -4.439 1.840
O 2.360 -5.242 2.441
N 1.956 -3.847 0.703
N 0.432 -4.137 2.157
H 2.853 -4.042 0.281
H 1.292 -3.303 0.173
H 0.072 -3.350 1.635
H -0.057 -4.696 2.841
C 3.708 0.364 -3.104
O 3.451 -0.287 -4.133
N 2.961 0.442 -2.002
N 4.765 1.023 -3.107
H 2.127 -0.128 -1.992
H 3.160 1.195 -1.359
H 5.495 0.829 -3.778
H 5.138 1.268 -2.200
C -1.238 -1.209 -5.266
O -1.346 -1.171 -6.468
N -2.288 -1.154 -4.537
N -0.092 -1.256 -4.658
H -2.005 -0.838 -3.620
H -3.205 -1.086 -4.953
H 0.769 -1.273 -5.187
H -0.115 -1.176 -3.652
C -1.134 2.604 -4.158
C -2.593 2.302 -3.890
C -2.951 1.698 -2.521
O -3.301 3.492 -3.905
H -0.612 1.660 -4.321
H -0.628 3.180 -3.383
H -1.007 3.197 -5.063
H -2.966 1.716 -4.729
H -2.377 0.793 -2.322
H -4.011 1.468 -2.414
H -2.653 2.378 -1.723
H -3.269 3.896 -4.775
C 0.827 3.590 1.728
C -0.107 4.257 0.667
C 0.102 3.772 -0.784
O -1.458 4.007 0.943
H 1.889 3.774 1.565
H 0.756 2.526 1.504
H 0.542 3.627 2.780
H -0.007 5.342 0.712
H 0.089 2.685 -0.866
H 1.092 4.025 -1.165
H -0.579 4.183 -1.530
H -1.444 3.058 1.087
C -2.408 1.960 4.133
C -2.795 0.993 2.996
C -4.283 1.077 2.754
O -2.084 1.311 1.874
H -2.505 3.030 3.950
H -1.331 1.868 4.275
H -2.809 1.633 5.092
H -2.519 -0.034 3.232
H -4.530 2.073 2.385
H -5.006 0.892 3.548
H -4.573 0.411 1.941
H -1.831 0.510 1.409
C 2.491 0.354 3.830
C 2.488 -1.083 4.457
C 1.073 -1.650 4.531
O 3.322 -2.047 3.765
H 2.255 1.216 4.453
H 1.935 0.397 2.893
H 3.490 0.576 3.454
H 2.938 -1.015 5.448
H 0.372 -1.049 5.110
H 0.947 -2.682 4.861
H 0.711 -1.634 3.503
H 3.213 -2.927 4.132

No. 6
22
Properties=species:S:1:pos:R:3 method="wB97M-V/def2-TZVPD" gap_ha=0.250 e_above_lowest_kcal_mol=18.46 fmax_ev_per_a=0.3 total_charge=-1 homo_energy_ev=-2.63
C 0.351 -1.089 1.635
O -0.112 -0.225 0.712
C 0.714 -2.460 1.040
C -0.491 -3.086 0.344
H -0.384 -1.311 2.457
H 1.251 -0.712 2.181
H 1.085 -3.139 1.819
H 1.508 -2.293 0.302
H -0.350 -4.152 0.153
H -0.683 -2.570 -0.599
H -1.381 -2.941 0.957
C -1.469 2.532 0.002
C -0.356 2.690 -0.981
C 0.301 1.650 -1.476
N 1.373 1.755 -2.388
H -1.585 1.476 0.267
H -1.243 3.048 0.934
H -2.403 2.962 -0.370
H -0.087 3.700 -1.276
H 0.061 0.645 -1.147
H 1.969 0.941 -2.341
H 1.932 2.580 -2.226